The following is a DFT calculation (ωB97M-V/def2-TZVPD) of the ion C3H3O3S with charge -1 at a distorted geometry.

Geometry as XYZ:
```
10
Properties=species:S:1:pos:R:3:forces:R:3
C 3.722 0.506 -0.353 -2.3 -1.7 1.1
C 2.444 -0.312 -0.194 -2.1 4.7 0.3
C 0.019 0.103 0.497 0.9 0.3 1.4
O 3.780 0.632 0.871 1.3 1.3 1.9
O 4.401 0.711 -1.298 1.7 0.9 -2.5
O 1.215 0.791 0.171 1.3 -1.8 -0.9
S 2.222 -1.782 0.222 -0.1 -3.6 0.1
H 0.399 -0.891 0.883 -1.3 0.5 -0.5
H -0.594 0.014 -0.429 -0.1 -0.1 0.9
H -0.494 0.605 1.424 0.7 -0.6 -1.9
```
Positions in Å, forces in eV/Å.

Properties
* SMILES: COC(=S)C(=O)[O-]
* frontier orbital gap: 7.78 eV
* ΔE to the lowest compared entry with this formula, charge and spin: 47.0 kcal per mole
* E_LUMO: 0.1279 Eh
* E: -740.00033 Eh
* total charge: -1
* molecular weight: 119.1 g mol⁻¹